w.
Molecular formula: H80O40
Method: DFT, ωB97M-V/def2-TZVPD

Values from the calculation:
- Highest occupied orbital energy: -10.3 eV
- E_LUMO: -0.69 eV
- Gap between HOMO and LUMO: 9.65 eV

Element x y z (Å)
H 2.036 6.074 -2.094
H 1.548 6.480 -0.674
O 1.250 6.106 -1.539
H 2.334 -3.166 1.275
H 2.100 -1.836 0.473
O 1.779 -2.376 1.266
H -2.360 2.664 0.386
H -2.332 2.411 -1.232
O -2.579 2.989 -0.496
H 4.748 -4.377 0.046
H 3.914 -2.938 0.807
O 4.676 -3.565 0.620
H 0.313 -3.070 -4.368
H -1.001 -2.802 -5.063
O -0.045 -2.970 -5.308
H -1.992 2.619 -3.112
O -1.990 1.707 -2.814
H -2.015 -5.436 -1.518
O -2.656 -6.044 -1.162
H -0.410 4.527 -3.199
H -0.781 4.818 -4.733
O -0.497 4.162 -4.101
H 1.361 0.375 -3.901
H 1.570 -1.253 -3.891
O 1.039 -0.508 -3.626
H -0.340 1.810 -0.961
H 0.176 0.447 -0.391
O -0.593 1.012 -0.375
H 0.746 3.921 -1.446
H -0.790 4.210 -0.944
O -0.221 3.679 -1.517
H 2.044 2.344 -1.994
O 1.724 1.559 -1.546
H -5.107 -2.303 1.254
H -5.382 -2.399 -0.331
O -5.056 -2.846 0.463
H -3.568 5.061 -1.627
H -2.936 5.517 -0.334
O -3.324 5.853 -1.160
H -2.267 2.712 2.818
H -3.544 2.150 2.410
O -2.979 2.878 2.178
H 2.812 2.992 0.113
H 2.513 4.427 0.244
O 2.525 3.767 -0.436
H -4.999 2.141 -3.594
H -3.822 1.351 -2.936
O -4.382 1.443 -3.706
H 4.384 0.947 0.421
H 3.058 0.911 1.235
O 3.522 1.332 0.485
H 1.082 2.263 -4.644
O 1.843 1.688 -4.689
H 2.017 -1.173 4.546
H 1.016 -0.458 3.712
O 1.660 -0.311 4.406
H 0.384 -5.311 4.557
O 1.239 -4.913 4.780
H -1.177 -2.137 -1.308
H -0.538 -0.943 -2.100
O -0.333 -1.809 -1.725
H 1.683 -1.740 -1.931
H 2.717 -0.600 -2.181
O 2.440 -1.285 -1.515
H -3.908 -1.274 -2.971
H -3.041 -0.641 -1.827
O -3.939 -0.895 -2.052
H -0.524 -4.849 2.070
H 0.460 -5.830 2.513
O 0.402 -4.892 2.366
H -2.825 -1.341 3.411
H -2.777 -1.923 2.021
O -2.932 -2.162 2.941
H 5.684 0.066 -3.144
H 4.568 -0.919 -3.700
O 4.887 -0.454 -2.933
H 5.687 -0.927 -0.854
H 5.532 -2.056 0.259
O 5.523 -1.124 0.079
H 0.824 -1.940 6.429
H -0.166 -2.710 5.699
O -0.105 -1.827 6.256
H 0.507 1.703 1.368
H 1.654 2.292 2.293
O 0.746 2.309 2.051
H -3.002 -4.155 2.845
H -2.618 -3.928 4.309
O -2.636 -4.621 3.622
H -3.103 0.262 2.365
O -3.335 0.468 1.463
H -0.082 -0.126 -7.007
H 0.511 -0.350 -5.713
O 0.216 0.393 -6.266
H 2.026 1.672 -5.630
H -1.084 1.384 -2.897
H 1.096 -4.330 3.975
H -3.507 -5.600 -1.088
H 2.282 0.895 -1.053
H -4.236 0.373 1.107
O -1.561 0.003 4.260
H -2.020 -0.047 5.113
H -1.080 0.810 4.472
O 2.732 -2.384 -4.265
H 3.214 -1.558 -4.163
H 3.310 -3.194 -4.251
O -1.180 2.998 5.486
H -0.379 2.910 6.025
H -1.200 3.995 5.370
O -1.992 5.078 3.599
H -2.229 5.647 2.895
H -2.222 4.156 3.591
O -0.854 -4.445 -0.269
H -0.260 -4.273 -1.004
H -1.036 -5.383 -0.327
O -0.678 -0.885 1.878
H -1.171 -1.386 1.228
H -0.410 -0.038 1.578
O 4.032 0.946 5.071
H 3.345 1.038 4.418
H 4.621 0.290 4.715

Here are the Löwdin charges for atoms 1 to 99, given in e: H 0.050; H 0.070; O -0.056; H 0.005; H 0.035; O -0.075; H 0.003; H -0.020; O -0.076; H 0.100; H 0.053; O -0.094; H 0.042; H 0.067; O -0.100; H 0.050; O -0.057; H 0.001; O -0.047; H 0.016; H 0.042; O -0.056; H -0.007; H -0.038; O -0.093; H 0.047; H 0.008; O -0.091; H 0.043; H 0.058; O -0.100; H 0.045; O -0.086; H 0.016; H 0.027; O -0.063; H 0.007; H 0.024; O -0.064; H 0.040; H 0.027; O -0.044; H 0.024; H 0.036; O -0.080; H 0.016; H -0.021; O -0.055; H 0.038; H 0.074; O -0.030; H 0.039; O -0.036; H 0.028; H 0.013; O -0.036; H 0.017; O -0.106; H 0.065; H 0.018; O -0.069; H 0.014; H 0.024; O -0.090; H 0.079; H 0.007; O -0.056; H 0.040; H 0.051; O -0.059; H 0.002; H 0.022; O -0.048; H 0.080; H 0.010; O -0.023; H 0.015; H -0.028; O -0.058; H 0.008; H 0.087; O -0.096; H -0.018; H 0.010; O 0.002; H 0.021; H 0.036; O -0.089; H 0.007; O -0.044; H 0.038; H 0.011; O -0.054; H 0.064; H 0.059; H 0.027; H 0.056; H 0.047; H 0.086

***

x.
Molecular formula: H80O40
Method: DFT, ωB97M-V/def2-TZVPD

Values from the calculation:
- Highest occupied orbital energy: -10.3 eV
- E_LUMO: -0.52 eV
- Gap between HOMO and LUMO: 9.82 eV

Element x y z (Å)
H 0.948 5.657 -3.829
H 0.809 5.618 -2.488
O 0.419 5.231 -3.190
H 0.852 3.050 -4.503
H 1.677 2.839 -5.670
O 0.758 2.967 -5.470
H 4.104 0.539 4.833
H 2.648 0.306 5.340
O 3.482 -0.081 5.534
H -5.144 -2.312 1.015
H -6.561 -1.766 0.848
O -5.674 -1.603 0.639
H -0.950 -2.879 -3.647
H -1.970 -3.045 -2.499
O -1.057 -2.707 -2.723
H 4.248 2.186 1.996
O 4.953 1.942 1.369
H 2.047 3.768 -2.085
O 2.612 4.146 -2.749
H 0.373 1.018 4.630
H 0.565 0.787 5.955
O 0.468 0.236 5.195
H -2.027 -3.844 3.657
H -0.672 -4.301 3.199
O -1.255 -4.414 3.951
H -0.085 -0.797 -4.306
H 0.976 -0.607 -5.209
O 0.183 -0.928 -5.070
H -0.034 2.142 1.167
H 0.371 2.830 2.209
O -0.262 2.128 2.137
H 2.919 1.308 -2.251
O 2.661 0.930 -3.147
H -6.665 0.867 -0.382
H -5.450 1.598 0.289
O -6.281 1.614 0.052
H 2.928 0.209 3.357
H 2.410 0.378 1.989
O 2.915 0.884 2.615
H 2.882 -2.297 1.243
H 3.329 -2.154 -0.329
O 3.678 -2.121 0.637
H 3.180 3.041 0.176
H 3.589 1.765 -0.040
O 2.905 2.302 -0.204
H -3.278 4.573 -1.683
H -2.203 3.711 -2.372
O -2.674 3.845 -1.521
H 2.156 -1.018 -2.472
H 1.199 -2.165 -1.977
O 2.026 -1.887 -2.017
H -0.154 -4.259 -0.496
O 0.332 -4.429 -1.343
H 2.869 -4.317 -2.323
H 3.645 -5.453 -2.066
O 3.582 -4.604 -1.822
H 1.310 -4.138 2.000
O 0.427 -3.681 2.132
H -1.321 -0.657 0.149
H -1.978 -1.400 1.030
O -1.618 -1.484 0.153
H -4.501 2.622 -4.230
H -3.618 1.598 -3.730
O -4.532 1.801 -3.815
H 4.941 -4.107 1.013
H 5.467 -3.014 2.032
O 5.231 -3.964 1.943
H -0.303 3.869 4.011
H 0.667 4.798 4.539
O 0.598 4.199 3.923
H 4.414 -1.213 1.545
H 5.897 -0.835 2.173
O 4.960 -0.607 2.369
H -2.510 -1.515 3.342
H -3.273 -0.993 4.415
O -3.409 -1.009 3.421
H -3.946 -3.162 -1.567
H -3.287 -2.185 -0.896
O -3.440 -2.425 -1.813
H -5.181 1.100 -1.781
H -5.267 -0.478 -2.243
O -5.219 0.120 -1.598
H -1.232 0.451 -1.650
H -1.537 -0.922 -2.248
O -1.037 -0.009 -2.446
H -3.136 -0.901 -5.068
H -4.172 -0.149 -4.175
O -3.248 -0.307 -4.333
H -1.478 2.190 -3.997
O -1.694 3.164 -4.303
H -1.862 -2.133 6.181
H -0.727 -1.173 6.535
O -1.629 -1.355 6.641
H 0.198 -3.384 -1.592
H 5.124 1.012 1.370
H 0.017 -3.807 1.417
H 3.441 3.581 -2.633
H 1.734 0.977 -2.921
H -1.395 3.297 -5.156
O -3.346 1.350 2.047
H -2.635 1.991 2.347
H -3.379 0.712 2.526
O 1.536 6.073 1.063
H 0.932 5.418 0.650
H 1.046 6.314 1.870
O -0.727 -1.378 3.770
H -0.198 -2.203 3.622
H -0.414 -0.861 4.478
O 1.029 0.215 -0.315
H 0.421 0.520 -0.767
H 0.931 0.155 0.556
O 2.593 -3.305 3.189
H 3.486 -3.217 2.937
H 2.505 -3.395 4.249
O 1.515 -3.408 -5.511
H 1.493 -3.110 -4.661
H 1.005 -2.952 -6.129
O -1.353 2.098 -0.037
H -1.612 2.800 -0.626
H -2.005 1.991 0.456

Here are the Löwdin charges for atoms 1 to 99, given in e: H 0.033; H -0.030; O 0.001; H 0.017; H 0.033; O -0.055; H 0.158; H -0.059; O -0.111; H 0.034; H 0.012; O -0.019; H 0.056; H 0.060; O -0.079; H 0.037; O -0.068; H 0.001; O -0.081; H 0.080; H 0.076; O -0.020; H 0.054; H -0.048; O -0.083; H -0.134; H -0.018; O 0.127; H 0.040; H 0.001; O -0.071; H 0.050; O -0.052; H 0.020; H -0.078; O 0.002; H 0.045; H 0.019; O -0.065; H 0.089; H 0.109; O -0.077; H -0.020; H -0.039; O 0.042; H 0.068; H 0.029; O -0.045; H 0.051; H -0.090; O 0.010; H 0.021; O -0.117; H -0.023; H -0.025; O 0.027; H 0.115; O 0.005; H -0.051; H 0.049; O 0.048; H 0.021; H -0.009; O -0.020; H 0.057; H 0.021; O -0.074; H 0.055; H -0.049; O 0.027; H 0.085; H 0.053; O -0.190; H 0.036; H 0.065; O -0.111; H 0.041; H 0.032; O -0.013; H 0.073; H -0.048; O -0.045; H -0.026; H 0.082; O -0.074; H 0.050; H 0.014; O -0.040; H 0.107; O -0.057; H 0.015; H -0.013; O -0.004; H 0.068; H -0.016; H -0.086; H 0.082; H 0.011; H -0.011

***

y.
Molecular formula: H80O40
Method: DFT, ωB97M-V/def2-TZVPD

Values from the calculation:
- Highest occupied orbital energy: -9.9 eV
- E_LUMO: -0.48 eV
- Gap between HOMO and LUMO: 9.43 eV

Element x y z (Å)
H 1.491 -1.366 5.986
H 2.594 -0.681 6.311
O 2.454 -1.570 5.958
H 6.250 0.618 -1.309
H 6.370 -0.980 -1.814
O 5.984 -0.033 -1.871
H 0.987 1.840 -5.408
H -0.033 1.689 -6.465
O 0.880 1.965 -6.351
H -2.565 0.106 4.764
H -3.966 0.762 4.414
O -3.024 0.923 4.490
H -2.503 1.622 -5.478
H -2.031 1.395 -4.172
O -1.918 0.991 -5.035
H 1.813 3.809 2.663
O 1.593 3.855 3.644
H 4.283 0.246 -1.292
O 3.668 0.837 -0.827
H -4.015 3.084 -3.009
H -4.817 1.833 -3.239
O -3.910 2.111 -3.155
H -2.370 -5.470 -2.967
H -0.900 -6.267 -2.578
O -1.671 -5.746 -2.370
H -4.104 1.930 1.018
H -4.449 0.563 0.957
O -4.819 1.414 0.609
H 3.003 -0.752 4.032
H 2.399 0.525 3.334
O 3.076 -0.199 3.248
H -4.488 -2.825 -2.982
O -3.518 -3.096 -2.856
H -5.024 -1.147 2.167
H -4.868 -2.272 1.141
O -4.920 -1.319 1.227
H -2.226 -2.723 -5.720
H -0.935 -2.101 -6.017
O -1.366 -2.650 -5.334
H -3.053 -3.754 5.008
H -2.588 -2.400 4.497
O -3.227 -2.805 5.128
H 0.972 1.216 -3.318
H 2.497 1.686 -3.207
O 1.607 1.868 -2.889
H 0.037 4.877 0.503
H -1.184 5.610 1.160
O -0.268 5.423 1.222
H 4.053 3.967 -3.325
H 2.884 3.615 -4.130
O 3.052 3.950 -3.267
H -1.068 0.629 -1.316
O -1.923 0.885 -0.949
H -2.585 -4.531 2.271
H -3.373 -3.806 1.116
O -3.479 -4.186 2.025
H 3.250 -4.232 0.649
O 3.468 -3.463 1.145
H 4.138 2.062 2.729
H 3.339 3.309 3.414
O 4.170 2.979 3.017
H 1.158 -2.999 0.257
H 1.915 -1.751 0.776
O 1.090 -2.265 0.843
H -4.736 0.109 -1.458
H -3.653 -0.913 -1.718
O -4.549 -0.606 -1.981
H 3.388 4.089 -1.067
H 3.482 3.844 0.494
O 2.916 4.043 -0.233
H 0.532 -0.639 -0.786
H 1.409 0.692 -1.113
O 0.794 0.025 -1.372
H -0.833 2.234 5.920
H -1.380 2.701 4.478
O -0.654 2.639 5.069
H -1.178 -3.731 2.959
H -0.195 -3.619 4.205
O -0.696 -4.222 3.626
H -0.917 1.566 0.724
H -1.434 0.406 1.298
O -0.750 1.068 1.538
H 5.764 -2.922 -1.176
H 6.580 -2.322 0.172
O 6.448 -2.368 -0.806
H -2.961 3.372 -1.239
H -3.313 4.278 -0.111
O -2.971 4.294 -0.985
H -1.208 -2.788 -1.527
O -1.928 -2.873 -0.814
H -0.389 0.029 -4.182
H -1.024 -1.236 -4.098
O -0.537 -0.643 -3.512
H -2.016 1.842 -0.824
H 1.156 4.666 3.960
H 3.391 -3.467 2.074
H 3.574 0.292 -0.052
H -3.102 -2.277 -3.067
H -2.628 -3.498 -1.159
O 3.438 -0.163 -4.601
H 3.376 0.254 -3.724
H 3.495 -1.136 -4.446
O 1.500 -2.112 3.599
H 2.194 -2.580 4.052
H 1.552 -2.250 2.666
O 1.049 2.497 0.664
H 1.468 3.403 0.606
H 0.924 2.420 1.629
O -1.802 -1.942 2.182
H -0.954 -1.980 1.685
H -2.496 -1.779 1.590
O 0.499 -3.686 -2.210
H 0.362 -3.492 -3.159
H 1.148 -3.076 -1.922
O -1.120 3.185 -2.521
H -0.417 2.645 -2.044
H -0.979 3.835 -1.820
O 1.451 1.170 4.813
H 1.051 2.072 4.875
H 0.681 0.669 4.565

Here are the Löwdin charges for atoms 1 to 99, given in e: H 0.062; H 0.049; O -0.067; H -0.012; H 0.062; O -0.066; H -0.010; H 0.011; O -0.046; H 0.047; H 0.038; O -0.051; H 0.062; H 0.008; O -0.061; H 0.058; O -0.072; H -0.004; O -0.046; H 0.066; H 0.041; O -0.049; H 0.026; H 0.033; O -0.054; H 0.029; H 0.014; O -0.065; H -0.013; H 0.025; O -0.103; H 0.104; O -0.073; H 0.060; H 0.038; O -0.029; H 0.042; H 0.074; O -0.036; H 0.034; H 0.007; O -0.085; H 0.058; H 0.012; O -0.075; H 0.008; H 0.010; O -0.019; H 0.089; H 0.019; O -0.055; H 0.007; O -0.050; H 0.040; H 0.031; O -0.073; H 0.042; O -0.006; H 0.017; H -0.005; O -0.063; H 0.029; H 0.063; O -0.031; H -0.046; H 0.034; O -0.031; H 0.031; H 0.024; O -0.030; H -0.004; H -0.001; O -0.049; H 0.065; H 0.025; O -0.037; H -0.031; H 0.035; O -0.065; H -0.005; H 0.024; O -0.083; H 0.052; H 0.098; O -0.053; H -0.013; H 0.029; O -0.022; H 0.042; O -0.114; H 0.000; H -0.008; O -0.061; H 0.012; H 0.082; H 0.020; H 0.028; H -0.001; H 0.036

***

z.
Molecular formula: H80O40
Method: DFT, ωB97M-V/def2-TZVPD

Values from the calculation:
- Highest occupied orbital energy: -10.4 eV
- E_LUMO: -0.83 eV
- Gap between HOMO and LUMO: 9.52 eV

Element x y z (Å)
H -3.936 -1.825 2.951
H -4.445 -0.468 3.299
O -3.614 -0.903 3.069
H -1.273 -2.999 -4.891
H -1.283 -1.289 -4.889
O -1.349 -2.152 -4.483
H -0.736 5.910 2.563
H 0.543 6.282 1.682
O 0.145 6.360 2.552
H 0.766 0.646 4.162
H -0.395 1.228 3.351
O 0.586 1.291 3.452
H -3.560 -4.818 2.380
H -3.174 -5.274 0.758
O -3.519 -4.717 1.433
H -5.350 -1.441 -3.316
O -5.754 -0.558 -2.984
H -1.360 -3.066 -1.122
O -1.474 -2.628 -0.256
H -5.790 -3.353 0.997
H -5.162 -4.245 2.180
O -5.601 -3.414 1.945
H 0.490 1.231 0.265
H 1.400 0.064 0.260
O 0.546 0.326 -0.111
H 4.422 0.295 0.888
H 5.907 0.338 0.508
O 5.261 -0.075 1.073
H 2.758 -0.410 -2.373
H 2.148 -1.888 -2.385
O 2.939 -1.369 -2.248
H -0.098 1.500 -5.297
O 0.588 2.204 -5.221
H 0.144 4.211 -5.029
H 0.356 5.465 -3.943
O 0.166 4.522 -4.126
H 1.517 0.188 -5.577
H 0.751 0.167 -4.238
O 1.303 -0.359 -4.829
H -0.003 -3.297 0.651
H 0.915 -2.093 1.048
O 0.511 -2.902 1.353
H 2.088 1.988 1.322
H 3.221 1.277 2.030
O 2.927 1.503 1.138
H -4.084 -3.238 -3.486
H -3.139 -2.810 -4.612
O -4.017 -2.576 -4.168
H -3.824 -1.270 0.554
H -5.231 -0.977 0.188
O -4.506 -1.561 -0.056
H -3.461 2.743 3.642
O -3.532 3.469 2.988
H 4.808 2.472 0.932
H 5.417 2.309 -0.535
O 5.514 2.727 0.321
H -0.871 0.199 -1.355
O -1.089 0.231 -2.312
H -1.081 3.427 -2.965
H -0.514 2.908 -1.709
O -1.387 3.070 -2.064
H 3.390 -4.592 1.794
H 3.414 -5.189 3.209
O 2.978 -5.224 2.358
H 1.407 0.400 6.830
H 1.241 -0.546 5.604
O 1.227 0.374 5.906
H -0.536 -4.245 2.136
H -1.083 -5.391 1.068
O -1.215 -4.876 1.865
H -2.984 0.445 -0.924
H -2.348 1.883 -1.046
O -2.726 1.221 -0.450
H -4.507 -3.458 -1.662
H -4.125 -3.972 -0.285
O -4.579 -4.225 -1.100
H 1.799 4.623 -1.100
H 0.725 5.616 -1.015
O 1.564 5.483 -1.447
H -0.793 3.658 0.544
H -0.136 3.785 1.962
O 0.068 3.732 1.019
H 0.515 -4.728 -2.027
H -0.819 -5.199 -2.765
O -0.460 -4.819 -1.953
H 2.193 2.526 3.483
H 3.529 1.854 4.304
O 3.126 2.462 3.685
H 4.574 -0.725 -1.790
O 5.389 -0.187 -1.694
H -3.028 1.373 -4.907
H -1.796 1.957 -4.240
O -2.082 1.407 -4.965
H -3.418 2.873 2.222
H -5.218 -0.096 -3.681
H -1.331 -0.699 -2.512
H -2.049 -3.147 0.302
H 1.458 1.972 -4.815
H 5.836 -0.449 -2.550
O 3.798 -2.587 0.784
H 4.284 -1.781 0.954
H 3.603 -2.735 -0.152
O 1.928 1.049 -2.555
H 1.064 0.750 -2.301
H 2.452 1.415 -1.834
O 4.551 -0.870 3.513
H 4.245 -1.781 3.314
H 5.328 -1.069 2.907
O 3.544 4.064 -0.376
H 3.582 3.733 0.503
H 4.314 4.135 -0.905
O 0.282 4.084 4.041
H -0.457 4.039 4.621
H 1.014 3.505 4.152
O -0.118 -2.117 4.049
H -0.999 -2.088 3.604
H 0.496 -2.569 3.391
O -1.762 1.040 2.207
H -1.879 1.210 1.254
H -1.994 0.117 2.112

Here are the Löwdin charges for atoms 1 to 99, given in e: H 0.042; H 0.061; O -0.052; H 0.042; H 0.043; O -0.036; H 0.047; H 0.017; O -0.077; H 0.007; H 0.030; O -0.092; H 0.073; H 0.051; O -0.075; H 0.030; O -0.115; H 0.038; O -0.044; H 0.028; H 0.015; O -0.077; H 0.046; H 0.042; O -0.047; H -0.019; H 0.040; O -0.047; H 0.001; H 0.044; O -0.071; H 0.028; O -0.085; H 0.020; H 0.067; O -0.079; H 0.032; H -0.011; O -0.046; H -0.002; H 0.037; O -0.067; H 0.052; H 0.034; O -0.074; H 0.010; H 0.052; O -0.070; H 0.014; H 0.066; O -0.036; H 0.037; O -0.078; H 0.016; H 0.032; O -0.055; H 0.013; O -0.077; H 0.060; H 0.026; O -0.066; H -0.026; H 0.030; O -0.046; H 0.041; H 0.045; O -0.035; H 0.019; H 0.050; O -0.055; H 0.020; H 0.004; O -0.046; H -0.003; H -0.022; O -0.043; H -0.019; H 0.013; O -0.057; H 0.057; H 0.006; O -0.046; H 0.073; H 0.051; O -0.051; H -0.012; H 0.059; O -0.036; H -0.005; O -0.079; H 0.046; H 0.008; O -0.023; H 0.018; H 0.035; H 0.051; H 0.015; H 0.066; H 0.083

***

Preferred: z; penalty for the next structure: 0.774 eV.